ORCA calculation (ωB97M-V with the def2-TZVPD basis set) on C25H29MgN2O2PS as an isolated structure in a non-equilibrium geometry.

Values from the calculation:
- HOMO energy (hartree) = -0.492
- LUMO energy (eV) = -10.38
- Kohn-Sham gap (eV) = 3.01
- net charge = +2

Positions of all 61 atoms, in Å:
C: -4.37 0.69 3.49
C: -3.48 1.99 3.34
P: -1.69 1.60 2.77
C: -1.49 -0.20 3.15
C: -1.71 2.04 0.99
C: -1.91 3.53 0.69
C: -2.03 4.65 1.78
O: -0.74 5.26 1.98
C: -0.74 5.93 3.26
C: -1.98 4.00 -0.70
C: -1.85 3.10 -1.90
C: -1.64 1.65 -1.63
C: -1.56 1.16 -0.22
S: -1.27 -0.59 -0.01
C: -0.18 -0.98 -1.43
C: -0.45 -0.20 -2.67
C: 0.40 -0.48 -3.84
C: 1.50 -1.49 -3.82
C: 1.78 -2.23 -2.57
C: 2.91 -3.30 -2.38
C: 4.10 -3.23 -3.42
C: 5.46 -2.89 -2.66
O: 4.34 -4.51 -4.06
C: 0.91 -1.96 -1.38
C: 1.14 -2.75 -0.07
C: 0.52 -4.06 0.22
C: 0.71 -4.84 1.45
N: 1.56 -4.40 2.44
C: 2.14 -3.19 2.20
C: 2.03 -2.28 1.05
N: -1.53 0.78 -2.79
H: -4.04 0.09 4.39
H: -5.42 1.06 3.75
H: -4.48 0.09 2.55
H: -3.88 2.76 2.64
H: -3.44 2.48 4.36
H: -2.22 -0.86 2.58
H: -0.45 -0.61 3.02
H: -1.75 -0.38 4.24
H: -2.50 4.33 2.75
H: -2.69 5.46 1.33
H: 0.33 6.22 3.49
H: -1.33 6.89 3.25
H: -1.06 5.24 4.10
H: -2.14 5.10 -0.91
H: -1.89 3.51 -2.95
H: 0.20 0.07 -4.80
H: 2.10 -1.67 -4.75
H: 3.37 -3.11 -1.36
H: 2.46 -4.34 -2.41
H: 3.95 -2.45 -4.23
H: 6.32 -2.95 -3.39
H: 5.68 -3.66 -1.86
H: 5.38 -1.87 -2.17
H: 4.25 -4.41 -5.03
H: -0.17 -4.50 -0.56
H: 0.17 -5.82 1.57
H: 2.82 -2.83 3.03
H: 2.57 -1.30 0.99
H: -2.41 0.26 -2.91
Mg: -0.62 4.39 -4.00


ORCA calculation (ωB97M-V with the def2-TZVPD basis set) on one molecule with the formula C25H29N3O4.

Values from the calculation:
- energy relative to the best compared isomer or geometry (same formula, charge and spin) (kJ/mol) = 53.37
- HOMO energy (hartree) = -0.305
- LUMO energy (eV) = 0.44
- Kohn-Sham gap (eV) = 8.75
- net charge = 0

Positions of all 61 atoms, in Å:
C: 0.26 5.87 -1.00
O: 1.31 4.93 -0.98
C: 1.01 3.62 -1.19
C: 2.12 2.74 -1.14
C: 1.96 1.40 -1.33
C: 0.69 0.86 -1.59
C: 0.49 -0.52 -1.77
C: -0.77 -1.03 -2.01
C: -1.00 -2.53 -2.14
C: -1.98 -2.91 -3.24
N: 0.23 -3.28 -2.24
C: 0.56 -3.95 -1.11
O: 1.51 -4.64 -0.90
N: -0.50 -3.72 -0.20
C: -0.47 -4.19 1.17
C: -0.09 -3.03 2.10
O: 0.97 -2.98 2.69
N: -1.05 -2.09 2.19
C: -0.78 -0.79 2.76
C: -0.33 0.20 1.67
C: 0.04 1.53 2.24
C: -0.62 2.65 2.00
C: -0.16 3.92 2.65
C: 1.37 4.10 2.51
C: 2.13 2.77 2.59
C: 1.26 1.63 3.11
C: -1.48 -2.96 -0.75
O: -2.52 -2.64 -0.22
C: -1.87 -0.16 -2.05
C: -1.70 1.18 -1.87
C: -0.43 1.73 -1.63
C: -0.24 3.12 -1.44
H: -0.23 5.90 -1.98
H: -0.48 5.64 -0.23
H: 0.72 6.83 -0.79
H: 3.09 3.18 -0.95
H: 2.82 0.74 -1.29
H: 1.35 -1.17 -1.71
H: -1.73 -2.39 -4.16
H: -1.94 -3.98 -3.41
H: -2.99 -2.65 -2.94
H: 0.83 -3.26 -3.05
H: 0.30 -4.96 1.22
H: -1.45 -4.59 1.43
H: -1.87 -2.17 1.60
H: -1.68 -0.42 3.26
H: 0.01 -0.92 3.50
H: 0.53 -0.23 1.17
H: -1.14 0.31 0.94
H: -1.50 2.68 1.37
H: -0.67 4.79 2.24
H: -0.40 3.87 3.72
H: 1.58 4.58 1.55
H: 1.71 4.78 3.29
H: 2.48 2.49 1.59
H: 3.01 2.88 3.22
H: 0.97 1.84 4.14
H: 1.82 0.69 3.10
H: -2.86 -0.56 -2.20
H: -2.56 1.84 -1.90
H: -1.11 3.76 -1.48


ORCA calculation (ωB97M-V with the def2-TZVPD basis set) on one molecule with the formula C25H29N5O4.

Values from the calculation:
- energy relative to the best compared isomer or geometry (same formula, charge and spin) (kJ/mol) = 139.46
- HOMO energy (hartree) = -0.293
- LUMO energy (eV) = 0.51
- Kohn-Sham gap (eV) = 8.49
- net charge = 0

Positions of all 63 atoms, in Å:
C: 2.70 -1.05 4.57
O: 2.12 -1.86 3.57
C: 3.00 -2.21 2.52
C: 3.37 -1.03 1.61
N: 2.19 -0.29 1.20
C: 1.99 0.96 1.69
O: 2.72 1.46 2.52
C: 0.77 1.69 1.13
N: 0.77 1.66 -0.31
C: 1.76 2.54 -0.89
C: 2.01 2.15 -2.34
C: 0.73 1.88 -3.08
C: 0.74 1.71 -4.46
C: -0.42 1.44 -5.15
C: -1.62 1.34 -4.47
C: -1.64 1.49 -3.10
C: -0.48 1.75 -2.39
C: -0.53 1.91 -0.90
C: 1.31 -0.92 0.29
C: 0.10 -1.41 0.72
N: -0.27 -1.30 2.02
N: -0.79 -1.96 -0.18
C: -2.07 -2.51 0.25
C: -3.03 -1.43 0.67
C: -3.57 -1.40 1.95
C: -4.44 -0.38 2.31
C: -4.77 0.61 1.41
C: -4.24 0.57 0.13
C: -3.38 -0.45 -0.24
C: -0.52 -1.98 -1.55
O: -1.34 -2.39 -2.35
N: 0.72 -1.57 -1.91
C: 1.73 -1.06 -1.08
O: 2.82 -0.80 -1.54
H: 1.96 -0.99 5.37
H: 3.62 -1.50 4.95
H: 2.91 -0.04 4.20
H: 3.91 -2.66 2.92
H: 2.45 -2.97 1.94
H: 3.88 -1.41 0.72
H: 4.02 -0.33 2.13
H: -0.13 1.20 1.51
H: 0.79 2.72 1.54
H: 1.43 3.60 -0.83
H: 2.69 2.45 -0.32
H: 2.62 1.24 -2.36
H: 2.57 2.94 -2.85
H: 1.68 1.80 -4.99
H: -0.39 1.32 -6.23
H: -2.54 1.13 -5.01
H: -2.58 1.42 -2.56
H: -0.89 2.93 -0.66
H: -1.25 1.20 -0.47
H: -1.09 -1.79 2.34
H: 0.50 -1.24 2.68
H: -2.47 -3.03 -0.63
H: -1.90 -3.24 1.05
H: -3.34 -2.18 2.67
H: -4.86 -0.37 3.31
H: -5.45 1.40 1.69
H: -4.51 1.33 -0.59
H: -2.98 -0.50 -1.24
H: 0.93 -1.60 -2.90


ORCA calculation (ωB97M-V with the def2-TZVPD basis set) on C25H29N5O5S2 as an isolated structure.

Values from the calculation:
- energy relative to the best compared isomer or geometry (same formula, charge and spin) (kJ/mol) = 92.66
- HOMO energy (hartree) = -0.296
- LUMO energy (eV) = 0.24
- Kohn-Sham gap (eV) = 8.31
- net charge = 0

Positions of all 66 atoms, in Å:
C: 5.47 0.99 -5.11
C: 5.84 0.24 -3.84
O: 5.42 0.91 -2.66
C: 4.12 0.84 -2.28
C: 3.11 0.11 -2.90
C: 1.83 0.12 -2.39
C: 1.51 0.84 -1.25
C: 2.51 1.58 -0.64
C: 3.79 1.59 -1.14
H: 4.57 2.16 -0.67
H: 2.29 2.16 0.25
C: 0.10 0.83 -0.72
N: -0.07 1.62 0.48
C: 0.07 1.13 1.75
O: -0.36 1.75 2.71
C: 0.72 -0.16 1.94
C: 0.33 -1.04 2.96
N: -0.75 -0.91 3.76
H: -1.08 0.03 3.91
H: -0.79 -1.57 4.52
C: 1.19 -2.18 2.96
N: 2.17 -2.14 2.08
S: 2.12 -0.82 1.16
C: 1.07 -3.29 3.92
O: 0.21 -3.31 4.79
N: 1.99 -4.26 3.76
H: 2.00 -5.05 4.37
H: 2.67 -4.16 3.03
C: -0.67 2.94 0.32
C: -2.13 2.83 0.03
C: -3.12 2.40 0.86
C: -4.39 2.38 0.25
C: -4.36 2.80 -1.04
S: -2.77 3.21 -1.54
H: -5.17 2.89 -1.73
H: -5.29 2.07 0.76
H: -2.93 2.12 1.89
H: -0.15 3.47 -0.48
H: -0.52 3.46 1.27
H: -0.56 1.27 -1.49
C: -0.46 -0.60 -0.51
O: 0.10 -1.61 -0.88
N: -1.66 -0.60 0.10
H: -2.13 0.27 0.32
C: -2.35 -1.80 0.50
H: -2.68 -1.69 1.54
H: -1.64 -2.63 0.44
C: -3.56 -2.09 -0.40
C: -3.16 -2.53 -1.82
H: -3.21 -3.61 -1.93
C: -4.15 -1.78 -2.71
H: -3.77 -1.58 -3.70
C: -4.37 -0.51 -1.90
H: -5.33 -0.02 -2.09
O: -4.36 -0.91 -0.54
H: -3.56 0.21 -2.09
H: -5.08 -2.34 -2.79
H: -2.14 -2.20 -2.03
H: -4.19 -2.85 0.09
H: 1.06 -0.45 -2.89
H: 3.31 -0.47 -3.79
H: 5.45 -0.79 -3.86
H: 6.93 0.19 -3.74
H: 5.86 0.47 -5.98
H: 4.39 1.09 -5.21
H: 5.90 1.99 -5.08